No. 1
# C3H6N2O4

An isolated molecule of C3H6N2O4 (wB97M-V/def2-TZVPD, OMol25).

Results
Energy above the lowest of the compared OMol25 structures with the same formula, charge and spin ... 7.700 eV
LUMO energy (spin up / spin down) ... -0.6 / -0.6 eV
Kohn-Sham gap (spin up / spin down) ... 9.13 / 9.13 eV
Highest occupied orbital energy (spin up / spin down) ... -9.734 / -9.733 eV
E ... -528.1732 Eh

Positions of all 15 atoms, in Å:
C1 0.45 0.59 0.84
C2 -0.38 -0.50 -1.21
C3 -0.72 -0.30 0.36
N1 -0.89 -1.62 0.97
N2 -2.02 0.46 0.43
O1 -2.61 0.70 -0.62
O2 -0.04 -2.02 1.68
O3 -2.33 0.67 1.57
O4 -1.27 -1.22 -2.05
H1 0.20 0.87 1.83
H2 1.32 -0.06 0.89
H3 0.52 1.55 0.29
H4 0.66 -1.06 -1.16
H5 -0.24 0.50 -1.50
H6 -2.08 -0.73 -2.25



No. 2
# C3H6N2OS

A structure of composition C3H6N2OS (wB97M-V/def2-TZVPD, OMol25).

Results
Energy above the lowest of the compared OMol25 structures with the same formula, charge and spin ... 7.321 eV
LUMO energy ... 0.2 eV
Kohn-Sham gap ... 8.60 eV
Highest occupied orbital energy ... -8.443 eV
E ... -700.6202 Eh

Positions of all 13 atoms, in Å:
C1 2.74 -0.51 0.12
C2 -0.81 1.29 -0.14
C3 -2.25 -0.89 -0.31
H1 2.95 -0.02 1.11
H2 2.90 -1.73 0.78
H3 3.77 -0.23 -0.67
H4 -1.01 2.51 0.36
H5 -2.89 1.16 0.46
H6 -1.40 -1.52 -1.06
N1 0.44 0.96 -0.16
N2 -1.98 0.58 -0.36
O1 -3.45 -1.04 0.21
S1 0.98 -0.57 -0.35



No. 3
# C3H6N2OS

A cluster of 4 separate species, C3H6N2OS in total (wB97M-V/def2-TZVPD, OMol25).

Results
Energy above the lowest of the compared OMol25 structures with the same formula, charge and spin ... 9.089 eV
LUMO energy ... -0.6 eV
Kohn-Sham gap ... 8.54 eV
Highest occupied orbital energy ... -9.113 eV
E ... -700.5552 Eh

Positions of all 13 atoms, in Å:
C1 2.06 1.12 0.10
C2 0.56 -0.78 0.01
C3 -1.86 -0.21 0.00
H1 3.39 0.16 -0.03
H2 1.98 2.13 -0.97
H3 1.94 1.57 1.74
H4 -1.34 -2.04 -0.29
H5 -1.50 0.76 -0.10
H6 -3.74 0.28 -0.26
N1 -0.88 -1.14 -0.10
N2 -3.11 -0.59 0.16
O1 0.71 0.52 -0.28
S1 1.78 -1.79 0.01



No. 4
# C3H6N2OS

An isolated molecule of C3H6N2OS (wB97M-V/def2-TZVPD, OMol25).

Results
Energy above the lowest of the compared OMol25 structures with the same formula, charge and spin ... 5.732 eV
LUMO energy ... 0.8 eV
Kohn-Sham gap ... 9.14 eV
Highest occupied orbital energy ... -8.380 eV
E ... -700.6785 Eh

Positions of all 13 atoms, in Å:
C1 -0.96 -0.32 -0.40
C2 -1.00 1.01 0.50
C3 1.28 0.34 -0.57
N1 1.15 -1.39 0.47
N2 0.35 -0.78 -0.61
O1 2.09 -0.31 0.44
S1 0.46 1.88 0.03
H1 -1.70 -1.12 0.00
H2 -1.59 -0.31 -1.36
H3 -1.91 1.40 0.07
H4 -0.87 0.79 1.56
H5 1.88 0.38 -1.50
H6 0.80 -1.55 1.40